# 1
Here is C5H6N4O in the gas phase at a distorted geometry from the OMol25 dataset. Energies are from wB97M-V/def2-TZVPD.

Calculated values
Energy above the lowest of the compared OMol25 structures with the same formula, charge and spin ... 775.9 kJ/mol
Frontier orbital gap (spin up / spin down) ... 7.9 / 7.9 eV
Lowest unoccupied orbital energy (spin up / spin down) ... -0.3 / -0.3 eV
Total charge ... 0
SMILES ... [O-][N+]1=N/C/N=C/C=N\C=C\1

Geometry as XYZ:
```
16
Properties=species:S:1:pos:R:3:forces:R:3:lowdin_charge:R:1
O 3.551740 -0.727806 -0.138843 0.5979 -1.4512 0.1381 0.020
N 2.421888 -0.270194 -0.114403 -1.0922 -0.0917 -0.1712 -0.322
N 2.241641 0.925649 0.167290 -0.6479 2.4162 -0.5981 0.104
C 0.956208 1.601564 -0.126065 -1.6481 -0.8770 2.7537 -0.169
N -0.053835 0.627992 -0.558845 1.1527 -0.5857 -0.3287 0.015
C -1.202034 0.201936 -0.171678 1.9131 0.6095 0.0795 -0.126
C -1.498957 -1.226173 -0.350528 -1.3827 -1.3720 -0.4598 -0.133
N -0.805516 -2.262761 0.127227 -0.0976 1.9170 -2.0124 0.033
C 0.526349 -2.026618 0.384007 0.1631 0.7051 0.6847 -0.127
C 1.220730 -1.087458 -0.417492 -1.1261 -2.0377 1.6916 0.004
H 0.643333 2.062332 0.848484 0.3714 -0.1117 -0.5987 0.120
H 1.058543 2.423675 -0.817265 0.3893 -0.1348 -0.5496 0.110
H -1.809296 0.815688 0.512171 -0.3273 -0.4146 -0.2613 0.128
H -2.485424 -1.475937 -0.810496 0.4523 0.1526 1.1680 0.108
H 0.703441 -2.595602 1.315691 1.2578 1.0032 -0.4258 0.119
H 0.966623 -1.171425 -1.433652 0.0244 0.2730 -1.1100 0.116
```
Forces are in eV/Å.

---

# 2
Here is a gas-phase ion, C5H6N5O (charge +1) at a distorted geometry from the OMol25 dataset. Energies are from wB97M-V/def2-TZVPD.

Calculated values
Energy above the lowest of the compared OMol25 structures with the same formula, charge and spin ... 0.0 kJ/mol
Frontier orbital gap ... 9.2 eV
Lowest unoccupied orbital energy ... -5.7 eV
Total charge ... +1
SMILES ... O=C1C[NH+]=C(c2ncn[nH]2)N1

Geometry as XYZ:
```
17
Properties=species:S:1:pos:R:3:forces:R:3:lowdin_charge:R:1
O -3.558915 1.078061 0.107905 -0.3634 0.0248 0.0014 0.167
C -2.522388 0.509114 0.027178 0.1515 -0.4128 0.0074 -0.450
C -2.268351 -1.004836 -0.026881 -1.2176 -0.0408 0.0450 -0.008
N -0.839566 -1.149734 -0.044715 0.8874 0.0676 -0.0251 0.142
C -0.185684 -0.032013 -0.040788 -4.6486 3.9050 0.0398 -0.022
C 1.210594 0.139107 -0.018966 1.5454 -0.0846 0.0325 -0.257
N 2.029796 -0.909724 0.088416 -0.9857 -0.0944 -0.0235 0.162
C 3.247044 -0.373933 0.097954 -0.1949 0.1643 -0.0299 -0.140
N 3.234036 0.948908 -0.004002 0.6723 0.5474 -0.0114 0.116
N 1.970044 1.275991 -0.073771 -0.7722 -0.5646 0.0054 0.092
N -1.278351 1.110284 -0.038189 4.2893 -3.8910 -0.1098 0.221
H -2.710780 -1.502683 0.842753 0.1140 0.1305 -0.0667 0.159
H -2.735661 -1.436944 -0.919390 0.1630 0.1077 0.0706 0.160
H -0.360787 -2.047020 -0.042208 0.0704 0.1314 -0.0039 0.192
H 4.148590 -0.945591 0.181840 0.2324 -0.0359 0.0013 0.127
H 1.704832 2.247182 -0.178656 0.0522 -0.0888 0.0217 0.182
H -1.084456 2.093834 0.041526 0.0045 0.1343 0.0452 0.155
```
Forces are in eV/Å.

---

# 3
Here is a gas-phase ion, C5H6NO (charge +1) at a distorted geometry from the OMol25 dataset. Energies are from wB97M-V/def2-TZVPD.

Calculated values
Energy above the lowest of the compared OMol25 structures with the same formula, charge and spin ... 530.9 kJ/mol
Frontier orbital gap ... 8.6 eV
Lowest unoccupied orbital energy ... -5.7 eV
Total charge ... +1
SMILES ... C[N+](=O)C=C1C=C1

Geometry as XYZ:
```
13
Properties=species:S:1:pos:R:3:forces:R:3:lowdin_charge:R:1
C -1.736579 -1.126706 0.305054 -1.9313 -0.4289 -1.5057 0.036
N -0.555704 -0.327160 0.652551 1.4112 0.7142 0.4681 -0.235
O -0.470044 0.089783 1.777011 0.1717 0.1450 0.5958 0.138
C 0.434853 -0.090924 -0.310808 -1.6768 -0.3016 0.7413 0.007
C 1.638327 0.542901 -0.112022 1.6657 0.7968 0.3384 -0.099
C 2.878811 1.086006 -0.625679 -1.3647 0.7787 1.4713 0.181
C 2.592722 1.146218 0.732739 0.2659 -0.3659 -2.9555 0.159
H -2.402470 -1.569829 1.124529 1.8620 0.8522 -0.6578 0.149
H -1.364951 -1.858686 -0.412674 -0.2363 -0.3821 0.3615 0.101
H -2.446202 -0.512328 -0.315966 0.8246 -0.0926 0.6459 0.133
H 0.041241 -0.343154 -1.250694 0.2301 -0.3579 -1.2833 0.115
H 3.486091 1.513135 -1.519301 -1.1227 -1.2306 1.8061 0.177
H 2.889365 1.505389 1.707172 -0.0995 -0.1274 -0.0260 0.137
```
Forces are in eV/Å.

---

# 4
Here is C5H6NO2P in the gas phase at a distorted geometry from the OMol25 dataset. Energies are from wB97M-V/def2-TZVPD.

Calculated values
Frontier orbital gap (spin up / spin down) ... 6.4 / 7.1 eV
Multiplicity ... 3
Lowest unoccupied orbital energy (spin up / spin down) ... -2.1 / -1.9 eV
Total charge ... 0

Geometry as XYZ:
```
15
Properties=species:S:1:pos:R:3:forces:R:3:lowdin_spin:R:1
C -0.256034 -1.008024 -0.920904 -0.8770 -0.6357 -0.1173 0.155
C -0.850480 -0.292198 -1.877587 0.9485 0.4303 0.4925 1.015
C 0.108736 -0.780735 0.397840 1.8748 0.7728 1.2280 0.336
C -0.381802 2.060269 0.346518 1.2025 0.1075 0.6373 0.236
C 0.558626 -1.870108 1.368418 -4.4273 0.0072 -0.9461 0.049
N -0.446520 2.848466 -0.735962 -2.1983 0.4786 -0.3329 0.027
O -1.544818 3.271956 -1.120542 -0.0609 -0.5176 0.2781 0.043
O 0.595009 3.187578 -1.236494 1.8379 0.4864 -0.8203 0.085
P 0.733944 0.847851 0.733084 -1.6532 -0.5190 1.5749 -0.063
H -0.086750 -2.020163 -1.190518 0.1494 -1.3130 -0.6427 0.030
H -0.837224 -0.523396 -2.915486 -0.6447 0.0979 -0.7114 0.077
H 0.896417 -2.751981 0.909143 1.2685 -0.8812 -0.7481 0.009
H -0.367860 -2.294663 1.890466 0.6816 0.7413 -0.6150 0.023
H 1.077916 -1.484023 2.164687 1.8843 0.6797 1.5861 0.001
H 0.800838 0.809168 2.187337 0.0139 0.0648 -0.8632 -0.021
```
Forces are in eV/Å.

---

# 5
Here is 2 unconnected molecules or ions with the total composition C5H6NO4 at a distorted geometry from the OMol25 dataset. Energies are from wB97M-V/def2-TZVPD.

Calculated values
Energy above the lowest of the compared OMol25 structures with the same formula, charge and spin ... 142.1 kJ/mol
Frontier orbital gap ... 9.7 eV
Lowest unoccupied orbital energy ... -5.5 eV
Total charge ... +1

Geometry as XYZ:
```
16
Properties=species:S:1:pos:R:3:forces:R:3:lowdin_charge:R:1
C 0.435597 0.584387 1.103857 0.2422 -0.1699 -0.0660 -0.355
C 0.041091 0.058006 -1.206908 0.4680 0.4429 0.1758 -0.395
C 0.050763 -2.250184 -0.099066 -0.7132 0.5451 0.5979 0.173
C -0.821514 1.278470 0.718524 -0.4339 0.3527 0.1802 -0.037
C -1.128561 0.856271 -0.719908 -0.4205 0.1481 -0.0760 -0.041
N 0.803129 -0.288521 -0.000172 -0.1175 -0.5965 0.1326 -0.084
O 1.159980 0.665031 2.040308 0.0579 0.0784 0.1493 0.200
O 0.341267 -0.335175 -2.279441 0.1018 -0.2364 -0.2792 0.208
O -1.014831 -2.401727 0.234670 0.4291 -0.1458 -0.1885 0.321
O 2.131191 -0.634397 -0.081787 0.1268 -0.2604 -0.5000 0.074
H 1.011641 -2.599335 -0.471728 0.4113 0.0724 -0.1148 0.187
H -1.619029 1.039921 1.425492 0.0662 -0.0552 -0.0238 0.150
H -0.657353 2.356286 0.810583 0.0682 -0.1194 0.0147 0.154
H -1.287608 1.700523 -1.394191 0.0931 -0.0987 0.0226 0.152
H -2.031085 0.243391 -0.791227 0.0622 -0.0266 -0.0273 0.144
H 2.585323 -0.272947 0.710994 -0.4416 0.0694 0.0026 0.150
```
Forces are in eV/Å.

---

# 6
Here is C5H6NPS in the gas phase at a distorted geometry from the OMol25 dataset. Energies are from wB97M-V/def2-TZVPD.

Calculated values
Energy above the lowest of the compared OMol25 structures with the same formula, charge and spin ... 253.8 kJ/mol
Frontier orbital gap ... 6.5 eV
Lowest unoccupied orbital energy ... -1.8 eV
Total charge ... 0

Geometry as XYZ:
```
14
Properties=species:S:1:pos:R:3:forces:R:3:lowdin_charge:R:1
C -1.698379 1.024916 0.082589 1.0369 1.4684 1.7640 -0.107
C -2.018847 -0.159854 -0.465514 -0.9831 1.5515 0.7372 -0.145
C -0.157486 0.964965 0.312590 -0.5150 0.3768 1.5318 -0.560
C -0.924896 -1.096235 -0.495942 1.4855 -0.6109 -0.8608 -0.039
C 1.556850 -0.767712 -0.168918 0.9299 -1.2835 2.1646 -0.091
N 0.150101 -0.365550 -0.223633 0.1498 0.9279 -0.2876 -0.272
P 0.612901 2.736541 -0.069693 -0.2659 -0.8066 -0.5647 0.435
S 0.649629 3.128328 -1.957817 -0.0604 -0.4857 0.7755 0.103
H -2.363531 1.917174 0.479520 1.4415 -2.0381 -1.2218 0.138
H -3.041031 -0.310432 -0.732566 -0.3740 -0.7599 -0.2776 0.079
H 0.186227 0.765377 1.415392 -0.9959 1.0153 -1.4817 0.133
H 1.535081 -1.909477 -0.410300 0.6066 2.3531 -0.4817 0.108
H 2.254494 0.035792 -0.687023 -1.4669 -2.2140 0.5304 0.107
H 1.944649 -0.823603 0.974995 -0.9892 0.5056 -2.3274 0.111
```
Forces are in eV/Å.

---

Number 1: electronic energy -488.12931 a.u.. Number 2: electronic energy -542.89523 a.u.. Number 3: electronic energy -323.66776 a.u.. Number 4: electronic energy -740.30563 a.u.. Number 5: electronic energy -549.47591 a.u.. Number 6: electronic energy -988.26703 a.u..